The following is a quantum chemistry calculation of 8 unconnected molecules or ions with the total composition C40H51Cl2N9O, from the OMol25 dataset.

Strongest force on any atom = 0.0216 hartree/bohr
HOMO energy = -7.8 eV
Gap between HOMO and LUMO = 7.73 eV
Energy above the lowest of the compared OMol25 structures with the same formula, charge and spin = 0.00 kcal/mol
Lowest unoccupied orbital energy = -0.0896 eV
SMILES string = CCC[C@](Cl)(C#N)[C@@](C#N)(CC=O)CCCCl.c1cc[nH]c1.c1cc[nH]c1.c1cc[nH]c1.c1cc[nH]c1.c1cc[nH]c1.c1cc[nH]c1.c1cc[nH]c1

Each line ends with the Löwdin charge.
Atoms and positions in Å:
C (4.0500, 3.0302, -2.8254)  -0.116
C (3.4291, 3.9678, -3.8655)  -0.266
C (1.9461, 4.2834, -3.6559)  -0.168
C (0.8822, 3.2118, -4.0547)  -0.660
Cl (1.6276, 1.7039, -4.6919)  0.812
C (0.0365, 3.7260, -5.1528)  -0.255
N (-0.6285, 4.1142, -5.9961)  0.212
C (-0.0869, 2.8373, -2.8716)  -0.371
C (0.7475, 2.3068, -1.7807)  -0.211
N (1.3344, 1.8956, -0.8947)  0.250
C (-0.7437, 4.1758, -2.3464)  -0.052
C (-0.2892, 4.6191, -0.9687)  -0.246
O (0.3966, 5.5820, -0.7735)  0.068
C (-1.1691, 1.7930, -3.2990)  -0.147
C (-1.2589, 0.5104, -2.4669)  -0.265
C (-0.2692, -0.5864, -2.8391)  -0.588
Cl (-0.5875, -1.2107, -4.4796)  0.571
H (3.6991, 3.2962, -1.8215)  0.059
H (5.1375, 3.1407, -2.8220)  0.075
H (3.8098, 1.9792, -3.0014)  0.047
H (3.9424, 4.9333, -3.7830)  0.114
H (3.6113, 3.6151, -4.8850)  0.097
H (1.7092, 5.1832, -4.2323)  0.127
H (1.8050, 4.5550, -2.6045)  0.102
H (-1.8264, 4.0362, -2.2922)  0.129
H (-0.5412, 5.0013, -3.0325)  0.128
H (-0.6338, 4.0059, -0.1157)  0.138
H (-0.9738, 1.5033, -4.3365)  0.077
H (-2.1474, 2.2764, -3.3028)  0.121
H (-1.1987, 0.7057, -1.3901)  0.111
H (-2.2541, 0.0870, -2.6462)  0.094
H (-0.3916, -1.4357, -2.1688)  0.066
H (0.7736, -0.2681, -2.7913)  0.044
C (-3.9681, -1.2253, -0.4434)  -0.112
C (-4.2590, -1.8701, -1.6791)  -0.109
C (-5.6205, -1.9919, -1.7652)  -0.139
N (-6.1607, -1.4451, -0.6329)  -0.001
C (-5.1630, -0.9734, 0.1795)  -0.150
H (-2.9930, -0.9789, -0.0562)  0.091
H (-3.5509, -2.2061, -2.4197)  0.093
H (-6.2456, -2.4149, -2.5329)  0.111
H (-7.1424, -1.3994, -0.4256)  0.151
H (-5.3958, -0.5072, 1.1216)  0.112
C (-5.4824, -6.1966, 2.0504)  -0.139
C (-5.1216, -5.2424, 3.0417)  -0.105
C (-5.0286, -4.0261, 2.4128)  -0.131
N (-5.3351, -4.2082, 1.0936)  0.028
C (-5.6015, -5.5245, 0.8604)  -0.147
H (-5.6464, -7.2537, 2.1886)  0.095
H (-4.9478, -5.4269, 4.0885)  0.091
H (-4.7821, -3.0502, 2.7942)  0.104
H (-5.3617, -3.4797, 0.3992)  0.095
H (-5.8574, -5.8749, -0.1252)  0.111
C (3.6783, 4.1510, 3.4590)  -0.128
C (2.5847, 3.4174, 3.9947)  -0.132
C (1.8990, 2.8788, 2.9376)  -0.149
N (2.5391, 3.2602, 1.7893)  0.009
C (3.6320, 4.0215, 2.0992)  -0.142
H (4.4088, 4.7196, 4.0099)  0.100
H (2.3245, 3.3104, 5.0348)  0.097
H (1.0134, 2.2674, 2.9050)  0.109
H (2.2409, 3.0233, 0.8596)  0.074
H (4.2630, 4.4305, 1.3286)  0.110
C (1.6582, 9.2325, 2.4606)  -0.120
C (1.9328, 8.2557, 3.4580)  -0.112
C (1.7603, 7.0244, 2.8827)  -0.133
N (1.3875, 7.2206, 1.5803)  0.014
C (1.3243, 8.5610, 1.3145)  -0.148
H (1.7011, 10.3032, 2.5726)  0.085
H (2.2264, 8.4375, 4.4786)  0.086
H (1.8649, 6.0295, 3.2816)  0.085
H (1.1883, 6.4915, 0.9152)  0.092
H (1.0503, 8.9213, 0.3377)  0.102
C (-1.3473, -9.1765, -0.0984)  -0.116
C (-1.7489, -8.1806, -1.0313)  -0.111
C (-2.6310, -7.3538, -0.3858)  -0.159
N (-2.7705, -7.8037, 0.8953)  0.019
C (-1.9882, -8.9078, 1.0854)  -0.145
H (-0.6583, -9.9863, -0.2717)  0.090
H (-1.4185, -8.0765, -2.0512)  0.093
H (-3.1561, -6.4752, -0.7196)  0.101
H (-3.3537, -7.3608, 1.5873)  0.112
H (-1.9517, -9.4072, 2.0385)  0.107
C (5.2312, -1.6615, 2.7773)  -0.118
C (5.0745, -0.7312, 3.8428)  -0.108
C (4.3991, 0.3514, 3.3442)  -0.133
N (4.1450, 0.1111, 2.0229)  0.012
C (4.6459, -1.1117, 1.6678)  -0.151
H (5.7145, -2.6233, 2.8218)  0.087
H (5.4161, -0.8462, 4.8580)  0.087
H (4.0781, 1.2672, 3.8086)  0.086
H (3.6620, 0.7439, 1.4108)  0.121
H (4.5421, -1.4862, 0.6637)  0.101
C (0.8435, -3.8912, 0.5497)  -0.120
C (1.9949, -4.5819, 1.0140)  -0.112
C (1.6360, -5.8927, 1.1810)  -0.137
N (0.3197, -6.0196, 0.8386)  0.022
C (-0.1709, -4.8085, 0.4443)  -0.145
H (0.7716, -2.8420, 0.3240)  0.076
H (2.9688, -4.1650, 1.2092)  0.082
H (2.2051, -6.7416, 1.5193)  0.105
H (-0.2099, -6.8768, 0.8635)  0.107
H (-1.1950, -4.7028, 0.1286)  0.094

Forces on the atoms, in the same order (eV/Å):
-0.02 0.06 0.03
0.18 0.09 0.09
-0.02 0.17 -0.08
-0.13 0.04 -0.02
-0.02 0.02 0.03
0.55 -0.42 0.62
-0.41 0.31 -0.47
-0.04 0.38 0.11
-0.58 0.12 -0.92
0.64 -0.25 0.87
-0.02 0.07 -0.02
-0.23 -0.43 0.05
0.24 0.32 -0.08
0.15 -0.14 -0.16
-0.39 -0.22 -0.24
0.14 0.04 0.45
0.03 0.03 -0.12
0.05 -0.06 -0.10
-0.10 -0.09 -0.06
0.01 0.14 0.06
-0.10 -0.09 -0.06
-0.03 -0.01 0.12
0.02 -0.09 0.10
-0.03 -0.09 -0.13
0.10 -0.01 -0.03
-0.06 -0.13 0.01
-0.03 -0.04 -0.04
-0.06 0.02 0.13
0.16 0.07 0.05
0.07 0.02 -0.11
0.07 0.13 0.13
0.03 0.04 0.00
-0.14 -0.01 -0.11
0.01 0.00 -0.01
0.07 -0.01 0.04
-0.03 -0.01 0.00
-0.07 0.00 0.06
-0.06 0.00 -0.07
-0.01 -0.02 0.02
0.00 -0.02 0.02
0.01 0.01 -0.01
0.01 0.02 -0.01
0.05 0.01 0.00
0.01 -0.07 0.03
0.07 0.05 -0.09
-0.12 -0.03 0.03
0.07 0.01 0.01
-0.04 -0.02 -0.06
-0.05 0.02 0.03
0.01 0.00 0.00
0.02 -0.01 0.00
0.12 0.00 0.00
-0.02 -0.01 0.01
0.14 -0.09 0.16
-0.06 0.12 0.02
-0.06 0.12 -0.01
0.00 -0.11 -0.07
-0.06 0.10 -0.06
0.02 -0.04 0.01
0.01 -0.02 0.00
0.02 -0.03 0.00
-0.02 -0.13 -0.08
0.01 0.00 0.01
0.01 0.02 0.03
0.02 0.04 0.01
-0.14 0.03 -0.14
0.06 -0.04 0.08
0.01 -0.07 0.02
0.00 0.00 0.00
0.00 0.00 0.00
0.01 0.03 0.01
-0.03 0.06 0.00
0.00 0.01 0.00
0.11 0.09 0.02
-0.01 -0.05 0.00
0.01 0.04 -0.03
0.02 0.08 0.10
-0.01 0.00 0.01
-0.01 0.00 0.00
-0.02 -0.02 0.00
-0.02 -0.01 -0.02
-0.01 0.01 -0.03
-0.02 -0.03 -0.01
0.00 0.00 0.02
-0.01 -0.03 -0.04
0.05 -0.04 0.00
-0.04 0.01 -0.03
-0.01 0.01 -0.01
0.00 0.00 0.00
0.00 0.00 -0.01
0.01 0.01 0.00
-0.01 0.00 0.03
0.01 -0.01 -0.01
0.00 -0.02 -0.04
0.01 0.02 0.00
-0.03 -0.08 0.04
-0.05 -0.06 -0.01
0.00 0.01 0.06
0.00 0.09 -0.02
-0.01 0.03 0.02
0.01 0.00 0.00
0.02 0.00 -0.10
0.00 0.01 0.01